# 1
Below is an isolated ion of composition C2H5BrNO3S and charge -1 at a distorted geometry, with properties calculated with ωB97M-V/def2-TZVPD.

The geometry in ORCA input format:
```
! RIJCOSX wB97M-V def2-TZVPD def2/J DEFGRID3
* xyz -1 1
C -0.34 0.69 0.55
N 0.34 -0.55 0.41
C 0.33 -1.17 -0.82
Br -1.55 -1.28 -1.66
S -0.41 -1.83 1.47
O -1.83 -1.76 1.23
O 0.04 -1.37 2.77
O 0.27 -3.04 1.03
H -0.87 1.13 -0.27
H -1.00 0.62 1.35
H 0.31 1.53 0.82
H 0.71 -2.18 -0.73
H 0.88 -0.94 -1.74
*
```

Values from the calculation:
Energy relative to the best compared isomer or geometry (same formula, charge and spin) in kcal/mol: 13.9
E_LUMO in eV: 3.44
Gap between HOMO and LUMO in eV: 8.7766

=====

# 2
Below is one molecule with the formula C2H5BrNP at a distorted geometry, with properties calculated with ωB97M-V/def2-TZVPD.

The geometry in ORCA input format:
```
! RIJCOSX wB97M-V def2-TZVPD def2/J DEFGRID3
* xyz 0 1
C 0.71 -0.90 0.33
P 0.55 0.99 -0.20
N -1.12 1.54 -0.44
C -2.12 1.83 0.16
Br -2.35 1.48 2.21
H 1.77 -1.13 0.18
H 0.54 -0.83 1.39
H -0.08 -1.46 -0.28
H 0.83 0.72 -1.69
H -3.11 2.24 -0.16
*
```

Values from the calculation:
Energy relative to the best compared isomer or geometry (same formula, charge and spin) in kcal/mol: 33.2
E_LUMO in eV: 0.56
Gap between HOMO and LUMO in eV: 9.6729

=====

# 3
Below is a 2-piece molecular cluster, C2H5BrSi overall at a distorted geometry, with properties calculated with ωB97M-V/def2-TZVPD.

The geometry in ORCA input format:
```
! RIJCOSX wB97M-V def2-TZVPD def2/J DEFGRID3
* xyz 0 1
C -0.87 2.53 -0.07
C -0.72 1.42 0.58
Si 1.49 -2.91 0.59
Br 0.49 1.06 1.99
H -0.66 3.52 0.35
H -1.48 2.69 -0.94
H 1.89 -1.64 0.02
H -1.33 0.54 0.33
H 0.27 -2.22 1.37
*
```

Values from the calculation:
Energy relative to the best compared isomer or geometry (same formula, charge and spin) in kcal/mol: 93.6
E_LUMO in eV: -1.05
Gap between HOMO and LUMO in eV: 7.7589

=====

# 4
Below is one molecule with the formula C2H5Cl2N at a distorted geometry, with properties calculated with ωB97M-V/def2-TZVPD.

The geometry in ORCA input format:
```
! RIJCOSX wB97M-V def2-TZVPD def2/J DEFGRID3
* xyz 0 1
N 0.58 -0.94 -0.76
C 0.48 -0.14 0.63
C -0.92 0.69 0.22
Cl -0.54 1.93 -1.06
Cl -1.84 -0.67 -0.78
H 1.13 -0.11 -1.02
H 1.32 -1.78 -0.70
H 1.34 0.39 1.17
H -0.04 -0.61 1.46
H -1.52 1.25 0.84
*
```

Values from the calculation:
Energy relative to the best compared isomer or geometry (same formula, charge and spin) in kcal/mol: 64.0
E_LUMO in eV: 0.85
Gap between HOMO and LUMO in eV: 10.1173